Record 1
C37H29BrFeGeN5O3Se | the ωB97M-V functional and the def2-TZVPD basis

Geometry as XYZ:
```
78
Properties=species:S:1:pos:R:3:forces:R:3:mulliken_charge:R:1
C -0.282921 -3.494924 2.854001 -0.08 -0.01 -0.06 0.015
C 1.650486 -2.114539 3.065175 0.02 0.06 -0.10 -0.120
N 0.046434 1.950836 0.947719 0.05 0.86 -0.10 1.408
H 0.850202 -2.859307 -2.607922 -0.05 0.01 0.00 0.215
C -3.812613 2.555676 -0.812985 0.04 -0.13 -0.09 -0.789
C 3.102295 -0.247581 -1.206441 -0.09 0.01 0.44 0.379
C 0.760871 -3.230561 5.000002 0.01 -0.01 0.02 -0.629
C -1.830966 0.060852 6.638259 -0.01 -0.01 0.01 -0.271
C 2.669181 -3.936574 -2.839995 0.05 -0.02 0.04 -0.845
O -5.003201 2.786311 -2.894096 0.04 -0.03 0.03 -0.541
C 1.140306 3.929581 -1.860112 0.02 -0.23 -0.14 -1.031
C 2.915680 -3.749413 -0.087292 0.02 0.04 0.11 -0.458
O -2.558634 -1.374668 3.404690 0.11 0.07 -0.02 -0.719
H -1.080934 -3.929057 2.265916 -0.02 -0.02 -0.03 0.271
H 0.798932 -3.445629 6.058874 0.01 0.00 0.06 0.398
Fe -0.034292 0.143019 -0.090514 -0.12 0.93 0.60 0.326
C -0.726589 0.743555 2.573829 -0.38 -0.21 0.21 0.465
C 1.083302 1.383269 -2.824779 0.08 0.18 -0.05 -0.353
C 1.701245 -3.289832 -2.090432 -0.10 0.04 -0.04 0.217
H 2.489897 -1.962777 5.024356 0.04 0.02 0.03 0.431
C -1.268060 -3.168146 -0.138835 -0.09 0.10 0.00 -0.064
H -4.636904 -2.722887 -0.006412 -0.05 0.02 0.01 0.462
H -2.580853 2.141801 0.899296 0.02 0.04 0.06 0.369
C -3.339952 1.144294 -2.709746 -0.07 0.11 0.20 -0.627
C -2.351921 -0.751726 5.653833 0.06 0.06 -0.07 -0.788
C -0.955362 1.094336 6.316177 0.01 0.01 -0.05 -0.862
C -2.824617 1.885106 -0.122874 -0.03 -0.07 0.05 -0.745
H 4.749297 -4.826893 -0.330806 0.03 -0.02 0.02 0.391
C -2.449502 -5.068064 -1.067031 -0.03 -0.04 -0.02 -0.796
H -2.555083 -1.574465 0.530749 0.04 -0.04 0.03 0.036
H 1.089658 0.360235 -3.165304 0.00 -0.01 -0.05 0.448
N 3.562426 -0.406594 -2.252165 0.03 0.00 -0.20 -0.633
H 0.369854 4.009918 0.790682 0.00 0.03 0.07 0.344
H 4.534932 -4.992721 -2.785933 0.03 -0.02 -0.02 0.366
C -0.228157 -3.786929 4.208889 -0.01 0.00 0.05 -0.748
H -4.590454 -4.963340 -1.068373 -0.03 -0.01 -0.01 0.386
N -0.295054 1.952357 2.274825 0.29 0.28 -0.60 -1.630
C -0.620383 1.302900 4.994586 0.02 0.01 -0.01 -0.657
H 1.173419 4.917561 -1.427187 -0.03 0.06 0.06 0.487
Br -1.324116 -0.877460 -2.509347 -0.20 -0.11 -0.58 -0.057
C -2.506097 -2.573114 0.107516 0.00 0.17 0.07 0.875
Se 2.400226 0.073818 0.468620 0.05 -0.15 -0.23 -0.094
C 0.343390 3.033303 0.319756 -0.10 -0.93 0.11 -0.797
H 2.571229 -3.997827 -3.914671 -0.01 0.00 -0.06 0.398
C 3.770941 -4.492062 -2.206788 -0.01 0.00 -0.04 -0.555
H -3.026415 -1.561653 5.887081 -0.05 -0.06 0.01 0.456
N -2.115944 0.888870 -0.658916 0.42 -0.16 -0.18 0.625
C 3.891079 -4.397582 -0.829787 0.04 -0.02 0.00 -0.597
H -0.324937 -4.924593 -0.936933 0.06 0.00 -0.01 0.413
H -2.103771 -0.113396 7.670427 -0.01 -0.01 0.04 0.402
C -1.128150 0.489640 3.977479 0.13 0.03 -0.08 -0.274
C -1.998799 -0.553285 4.318755 -0.11 -0.12 -0.01 0.659
H 3.028029 -3.684078 0.988650 -0.02 0.01 0.02 0.250
C 1.803996 -3.183981 -0.705268 0.02 -0.03 -0.06 0.219
C 0.642444 -2.641912 2.255347 0.14 -0.12 0.00 0.159
H -0.541762 1.725324 7.090182 0.01 0.01 0.01 0.416
C 1.705266 -2.397428 4.419558 0.03 0.00 0.08 -0.863
C -3.692455 -3.207076 -0.215728 -0.04 -0.07 -0.03 -1.372
O -0.871843 -0.208587 1.713161 0.13 -0.10 -0.01 1.194
H 0.052039 2.100338 4.713144 0.02 0.03 0.00 0.442
H -2.048115 -1.261912 2.579406 -0.06 -0.03 0.00 -0.052
H 1.873719 2.169257 -4.645950 0.03 -0.01 -0.05 0.444
C -2.391341 0.548818 -1.909287 -0.04 -0.01 0.08 0.031
C 0.709298 2.855400 -1.097016 -0.06 -0.03 0.42 0.885
H -3.517554 0.830219 -3.724558 -0.02 -0.01 -0.07 0.532
C -1.263982 -4.425645 -0.732450 0.12 -0.08 0.02 -1.002
H 2.410772 -1.474334 2.640190 0.00 0.01 0.00 0.332
C -3.667083 -4.462207 -0.810505 -0.04 0.02 0.02 -0.629
H -4.368515 3.350734 -0.336288 -0.02 0.03 0.02 0.348
Ge 0.431416 -2.268818 0.335518 -0.06 -0.08 0.03 1.500
H -2.416674 -6.047000 -1.525686 0.00 -0.05 -0.03 0.419
C -4.069774 2.183573 -2.132200 0.02 -0.05 -0.06 0.885
C 1.533470 2.405947 -3.650224 -0.03 -0.01 0.06 -1.006
C 1.551102 3.700933 -3.165304 -0.04 -0.09 0.06 -0.380
N 0.657375 1.590117 -1.582428 -0.10 0.04 0.05 0.530
H -5.450926 3.477296 -2.391741 0.02 -0.02 -0.02 0.306
H 1.895577 4.520342 -3.780655 0.02 0.01 -0.03 0.416
H -0.971797 -4.439614 4.645651 -0.04 -0.03 0.02 0.432
```
Positions in Å, forces in eV/Å.

Spin multiplicity: 2
LUMO energy (spin up / spin down), eV: -0.57 / -0.64
HOMO (spin up / spin down), Eh: -0.286 / -0.270



Record 2
C37H29N7OS4Ti | the ωB97M-V functional and the def2-TZVPD basis

Geometry as XYZ:
```
79
Properties=species:S:1:pos:R:3:forces:R:3:mulliken_charge:R:1
N 5.734904 -2.350355 -2.299489 0.08 -0.02 -0.02 -0.630
H 0.395637 -0.834942 4.268367 -0.03 -0.02 0.00 0.157
H -4.458272 -1.126313 3.073708 0.01 0.01 -0.02 0.434
H 0.319900 -3.997359 1.088991 0.01 0.05 0.00 0.498
H -5.136201 -1.553394 -0.376389 0.03 0.00 0.02 0.395
N 2.537606 1.986839 -0.206345 0.11 -0.09 0.12 0.804
C 2.409774 3.275095 -0.630938 -0.06 0.06 -0.10 1.157
H 1.739328 -3.000592 1.440150 -0.01 0.03 0.01 0.488
H -3.572891 0.046874 -1.469400 0.00 0.00 0.01 0.498
C 3.571287 1.670908 0.610350 -0.04 0.05 -0.02 0.753
Ti 0.700267 0.703113 -0.886198 0.12 0.61 0.18 -0.076
H 1.520907 -1.265213 -4.546716 -0.04 0.00 -0.02 0.243
C 4.416791 3.917692 0.525662 0.07 -0.08 0.07 -0.536
N 0.758705 -0.615562 0.657496 -0.18 -0.30 -0.05 0.801
S 2.801351 -0.174951 -2.278696 0.03 -0.09 0.07 -0.362
C -2.520111 -0.634936 3.820229 0.02 -0.03 -0.03 0.144
C -4.251673 -1.663529 5.144894 0.02 -0.01 0.02 -0.508
C 4.521938 2.596844 0.987529 0.00 0.07 -0.02 -1.038
C 1.281497 3.551271 -1.450227 0.31 -0.05 0.17 -0.084
H -3.728904 -2.097462 7.183473 0.00 0.00 -0.01 0.344
H 3.459573 -0.470962 0.442783 -0.04 -0.10 -0.11 -0.146
H -1.584718 4.074359 -3.902649 0.02 -0.03 0.02 0.415
H 0.358737 -2.413471 -3.898374 -0.01 0.04 -0.10 0.131
C -2.249622 1.487868 -4.063581 -0.02 0.04 -0.01 -1.056
C -0.828702 3.947926 -3.134702 -0.25 -0.11 -0.27 -0.411
N 3.347514 -5.044293 -0.616368 0.01 -0.03 0.04 -0.703
H 0.259293 -2.758265 2.373996 -0.02 0.01 0.08 0.366
H -3.694004 0.312600 -5.122127 -0.01 0.01 0.00 0.373
C -0.930621 1.531392 -3.599506 -0.11 -0.11 -0.23 0.885
H -5.259086 -2.053460 5.231767 0.00 0.00 0.00 0.360
C -2.669793 0.380617 -4.772945 0.06 -0.07 0.00 -0.587
H -2.935856 2.289067 -3.821770 0.02 -0.01 -0.01 0.408
C -2.105561 -1.187609 6.114310 -0.02 0.02 -0.01 -0.613
C 0.511543 -1.654945 -4.669753 -0.02 -0.03 -0.11 -1.322
S 0.699726 -2.523583 -1.311004 0.01 -0.04 0.09 -0.454
N 0.582114 2.413221 -1.894379 -0.12 -0.06 0.06 1.150
H -1.438816 -1.203833 6.970605 0.00 0.00 -0.01 0.308
C -0.244500 -0.129615 4.804815 0.04 -0.06 -0.11 -0.695
C 3.371510 4.257194 -0.274651 -0.14 0.04 -0.11 -1.354
C -3.206564 -0.745896 -0.828362 0.07 -0.02 0.00 -0.868
C -0.241531 5.088897 -2.532126 -0.01 -0.09 0.03 -1.474
C -0.489923 -0.545591 -4.499301 0.18 -0.17 0.02 0.765
C -3.561323 -2.653356 0.591340 -0.08 0.04 0.05 -1.103
C -2.189900 -2.745746 0.784769 0.03 0.06 -0.01 -0.500
H 5.328718 2.294289 1.640490 0.01 -0.01 0.01 0.412
S -0.091776 1.435003 3.913626 -0.02 0.13 -0.08 -0.250
H 0.170808 0.023298 5.802141 0.02 0.02 -0.01 0.463
C -3.395046 -1.689844 6.235771 -0.01 0.00 -0.01 -0.459
C 2.443097 -2.729322 -1.303685 -0.09 -0.07 0.01 0.227
C 4.632502 -2.097597 -2.091862 -0.03 -0.01 0.01 -0.283
C 2.959100 -4.001689 -0.924061 0.04 0.01 -0.06 0.040
C 0.209113 -1.946282 0.373635 0.13 0.04 0.22 1.431
O -1.035586 0.013610 -1.296938 -0.02 -0.15 0.08 0.471
C 0.838989 4.846900 -1.729108 0.13 0.10 0.11 -0.895
C -1.818696 -0.840628 -0.652896 -0.01 0.08 0.01 -0.229
H -4.227032 -3.350658 1.086638 0.00 -0.01 -0.02 0.364
N -0.083036 0.518286 -3.818814 -0.11 0.26 0.01 0.015
H 1.363747 5.678061 -1.274930 0.02 -0.02 0.01 0.302
S -0.226498 2.067577 1.016011 -0.01 -0.01 -0.10 -0.601
C 3.245395 -1.762497 -1.852701 0.00 0.22 0.06 1.245
H 0.408311 -2.132661 -5.646809 0.00 0.00 -0.01 0.534
H 5.164056 4.656080 0.795411 0.00 0.00 0.00 0.380
H -0.591296 6.088974 -2.741759 -0.02 0.03 -0.01 0.361
H 4.646682 0.130080 1.616103 -0.01 0.01 0.00 0.510
H -2.080793 -1.551851 -5.540481 0.00 -0.01 0.00 0.396
N 0.518963 -0.311938 2.002804 -0.06 -0.07 0.04 -0.481
H -2.181299 -0.231301 2.873256 -0.01 0.00 0.00 0.183
C -1.303906 -1.860079 0.184269 -0.03 0.06 -0.01 0.025
C -0.410085 2.685701 -2.848310 0.08 -0.04 0.06 0.144
C 0.650056 -3.001228 1.388418 -0.01 0.08 -0.06 -2.466
C -4.065851 -1.642831 -0.217507 0.00 0.00 -0.02 -0.584
H 3.285113 5.259548 -0.670865 -0.01 -0.02 0.01 0.294
H -1.802389 -3.523273 1.429694 0.01 -0.01 0.00 0.384
C -1.779902 -0.660044 -5.005640 -0.14 0.14 0.02 -0.696
C 3.656477 0.289323 1.187053 0.04 0.05 0.03 -1.004
C -3.806722 -1.136797 3.938094 0.00 -0.03 0.01 -0.718
C -1.652248 -0.653722 4.910987 -0.02 -0.05 0.04 0.665
C 0.124027 0.885238 2.223491 0.10 -0.24 0.02 0.435
H 2.905680 0.165733 1.969237 0.00 0.00 -0.02 0.030
```
Positions in Å, forces in eV/Å.

Spin multiplicity: 1
Net charge: -2
LUMO energy (spin up / spin down), eV: 4.23 / 4.23
HOMO (spin up / spin down), Eh: 0.000 / 0.000



Record 3
C37H30CsN4O4P | the ωB97M-V functional and the def2-TZVPD basis

Geometry as XYZ:
```
77
Properties=species:S:1:pos:R:3:forces:R:3:mulliken_charge:R:1
H 0.425378 4.086146 -3.828945 0.00 0.01 0.00 0.390
H 4.625271 -2.465344 -0.250238 -0.01 -0.02 0.03 0.252
H 2.369037 -2.029417 4.908752 -0.01 0.00 -0.04 0.391
H -0.709293 4.847939 0.912104 0.01 0.01 -0.01 0.460
C 0.160845 4.269063 -2.794017 -0.01 -0.07 -0.01 -0.557
N 0.255274 -9.684780 0.263819 0.02 -0.09 0.00 -0.509
N 2.095996 -1.395515 0.058577 1.23 -0.09 -0.92 0.369
C -4.998402 4.364698 -0.228768 0.02 -0.02 0.00 -0.697
H -2.937539 4.557853 -0.729874 -0.01 0.00 0.00 0.290
H 4.589281 -1.738731 -5.673332 -0.02 0.00 -0.04 0.362
C 0.411210 -4.855573 0.141685 0.07 -0.21 -0.03 -0.135
C 0.446196 5.490783 -2.206210 -0.01 0.03 0.07 -0.417
C 1.833502 -1.145595 4.550981 0.12 0.09 0.16 -1.541
N -0.815202 -4.448793 0.438577 -0.19 0.41 0.07 -0.015
H -0.626027 2.290425 -2.505521 -0.02 0.00 0.02 0.350
H 0.910892 3.026356 5.228967 -0.02 0.01 0.01 0.331
C 1.223851 -1.499415 -5.928562 -0.06 0.01 0.09 -0.611
P -1.569296 1.999957 0.173688 -0.47 0.84 -0.12 0.162
H 1.139664 -4.072539 -0.055257 0.02 0.00 0.00 0.300
C 4.522569 -1.578296 0.378308 0.13 -0.02 -0.02 -1.272
C 1.771150 -1.075956 3.023193 -0.16 0.00 -0.14 0.409
H 2.348362 -0.267289 4.955184 -0.04 0.01 -0.04 0.279
H 0.927899 6.275743 -2.777998 0.00 -0.01 -0.01 0.345
C -0.472904 4.685346 -0.134028 0.00 0.00 0.01 0.314
Cs -0.678765 -1.124863 0.418039 -1.52 -1.08 0.33 1.956
C -4.322049 1.888488 0.825828 -0.17 0.04 0.00 -0.135
H -5.246323 5.333745 -0.648248 -0.01 0.00 0.01 0.394
C -0.844600 2.381330 1.830271 -0.12 -0.11 -0.18 0.625
H -0.111350 -1.341488 -4.227471 0.00 0.00 0.00 0.368
C -0.963286 2.933149 4.175211 0.02 -0.03 0.00 -0.613
C 3.101777 -1.435230 0.875998 -0.23 -0.02 0.71 0.280
O 0.248098 -1.298035 -1.933531 1.10 -0.12 -1.00 -0.800
C -0.257318 -7.119712 0.352789 0.29 -1.31 -0.05 0.785
C 3.549391 -1.655738 -5.374236 0.03 0.00 0.05 -0.614
H -6.369203 1.666266 1.298165 -0.01 0.01 0.00 0.471
H 4.800690 -0.737940 -0.260417 -0.05 0.04 0.04 0.241
C 2.545380 -1.611503 -6.337246 0.00 0.00 0.02 -0.311
H 3.819901 -1.609598 2.915184 0.00 0.01 -0.01 0.096
H 0.426326 -1.459175 -6.663173 0.03 0.00 -0.02 0.371
C -0.779669 3.450171 -0.712502 0.07 0.11 0.06 -0.336
H 2.792447 -1.659750 -7.392191 0.00 0.00 0.00 0.344
O -4.888616 -0.232289 1.783337 0.06 0.05 0.05 -0.902
C 0.420297 2.860611 4.276535 0.03 -0.02 -0.06 -0.518
C -5.984926 3.572040 0.341904 0.01 -0.02 -0.01 -0.510
H 1.140208 2.007746 1.087257 -0.04 0.00 -0.01 0.319
H -2.672880 2.711688 2.903778 0.01 0.00 -0.03 0.325
C 0.747887 -6.208021 0.083631 -0.05 0.54 0.00 -0.655
C -1.591348 2.683697 2.961707 -0.03 0.07 0.07 -0.341
H -1.561245 3.161193 5.050590 0.00 0.00 0.00 0.366
C 2.937388 -1.386349 2.323855 0.09 -0.04 -0.48 -0.930
C 1.501154 -1.399200 -2.126652 -0.23 -0.06 -1.22 0.064
H 1.753543 -6.513850 -0.163696 -0.01 -0.08 0.00 0.434
C -1.767135 -5.331738 0.700515 0.18 -0.45 -0.05 -0.490
C 0.035938 -8.558076 0.302241 -0.18 0.85 0.03 -0.026
H 0.815868 -1.144638 4.939710 0.00 -0.04 -0.01 0.313
C -3.312581 2.684206 0.260685 0.18 -0.15 0.16 0.396
H -7.013919 3.913446 0.377052 0.01 0.01 0.00 0.353
H 3.998888 -1.620166 -3.261366 0.00 0.00 -0.02 0.419
H 5.211414 -1.636169 1.223029 0.02 -0.01 -0.04 0.386
C 1.171145 2.534560 3.155327 -0.05 0.01 -0.01 -0.561
H 2.246322 2.420348 3.220407 0.00 0.01 0.03 0.386
N 2.523393 -1.456017 -1.315694 -0.54 0.00 0.93 -0.563
C -5.637890 2.333320 0.858079 0.02 0.00 -0.01 -0.574
C 0.540219 2.299375 1.943424 0.07 -0.07 0.01 0.006
C 3.232276 -1.589889 -4.025375 -0.01 -0.01 0.03 -0.198
H 0.360263 6.642819 -0.389631 0.01 0.01 -0.01 0.374
O 0.666063 -0.727938 2.528133 1.03 0.07 1.23 -0.387
H -2.747044 -4.935734 0.941851 0.01 0.03 0.00 0.447
C 1.906501 -1.479296 -3.604917 0.11 0.03 0.21 0.223
C -3.681828 3.922217 -0.269972 0.00 0.00 -0.04 -0.556
C -1.541036 -6.704555 0.670373 -0.15 0.49 0.03 -0.591
H -2.334399 -7.405498 0.884895 0.04 -0.07 -0.01 0.440
O -2.734469 0.312420 1.365801 -0.72 -0.02 0.70 -0.159
C -3.977371 0.511690 1.398844 0.03 0.46 -0.35 0.021
C 0.129675 5.696466 -0.865886 0.00 -0.05 -0.05 -0.646
C -0.440761 3.257736 -2.049161 0.03 0.03 -0.02 -0.651
C 0.909852 -1.433324 -4.574189 0.03 -0.01 -0.09 -0.389
```
Positions in Å, forces in eV/Å.

ΔE to the lowest compared entry with this formula, charge and spin, eV: 0.6668
Spin multiplicity: 1
Net charge: -2
LUMO energy, eV: 3.77
HOMO, Eh: -0.033